# 1
78
Properties=species:S:1:pos:R:3 method="wB97M-V/def2-TZVPD" charge=+1 lumo_energy_ev=-2.5989 total_energy_ev=-99532.18284 max_force_ev_per_a=4.779
C 5.534 -3.345 0.973
O 5.335 -4.313 -0.017
C 4.592 -3.882 -1.132
C 3.124 -4.152 -0.967
C 2.341 -3.940 -2.262
C 1.203 -2.944 -2.227
C 0.316 -3.069 -0.993
C -1.183 -2.940 -1.231
C -1.788 -1.569 -1.056
C -1.391 -0.569 -2.162
Si -0.412 0.911 -1.600
S -1.799 2.390 -0.972
C 0.604 1.611 -2.999
C -0.089 1.283 -4.282
O 0.467 0.636 -5.224
O 0.545 0.419 -0.303
Si 1.614 1.345 0.481
P 0.789 3.296 1.274
O -0.316 2.901 2.178
O 1.980 4.021 2.029
O 0.471 4.299 0.114
S 3.521 1.531 -0.698
O 3.400 0.779 -1.925
O 4.570 1.219 0.246
C 3.831 3.307 -1.146
F 4.108 3.967 0.018
F 2.700 3.834 -1.687
C 5.001 3.461 -2.155
F 5.248 4.815 -2.262
F 6.117 2.804 -1.710
F 4.639 2.968 -3.368
H 4.760 -2.596 0.961
H 5.515 -3.830 1.932
H 6.479 -2.842 0.839
H 4.763 -2.827 -1.308
H 4.965 -4.424 -1.985
H 3.059 -5.184 -0.675
H 2.756 -3.538 -0.162
H 1.919 -4.886 -2.561
H 3.032 -3.657 -3.038
H 0.598 -3.112 -3.103
H 1.568 -1.932 -2.317
H 0.466 -4.054 -0.582
H 0.632 -2.373 -0.236
H -1.400 -3.252 -2.241
H -1.680 -3.627 -0.566
H -2.859 -1.684 -1.100
H -1.559 -1.183 -0.073
H -2.281 -0.143 -2.589
H -0.863 -1.100 -2.937
H -2.827 1.606 -0.697
H 0.674 2.688 -2.948
H 1.583 1.170 -3.066
H -1.124 1.633 -4.389
H 2.051 0.640 1.687
H 2.149 3.541 2.838
H 0.574 5.215 0.373
C -5.815 1.672 2.238
N -5.182 0.637 3.115
C -6.003 -0.603 3.028
C -5.177 1.119 4.521
C -3.789 0.276 2.668
C -2.743 1.355 2.748
O -3.099 2.429 1.903
H -6.880 1.677 2.454
H -5.388 2.639 2.457
H -5.643 1.405 1.202
H -7.010 -0.376 3.362
H -5.562 -1.365 3.664
H -6.018 -0.938 1.996
H -4.632 2.055 4.574
H -4.707 0.369 5.150
H -6.205 1.277 4.832
H -3.891 -0.080 1.644
H -3.481 -0.553 3.302
H -1.805 0.901 2.413
H -2.594 1.690 3.780
H -2.401 3.091 1.956

---

# 2
8
Properties=species:S:1:pos:R:3 method="wB97M-V/def2-TZVPD" spin_multiplicity=2 charge=+2 lumo_energy_ev="-10.3352 / -9.8379" total_energy_ev=-19315.74531 max_force_ev_per_a=5.347
C 1.151 -1.363 1.316
C -0.229 -1.348 1.107
O -0.634 -0.525 0.107
O 1.956 -0.763 0.441
H -0.965 -1.720 1.835
Ce 1.056 1.345 1.167
Li 0.747 -1.297 -1.212
H 0.893 -2.367 1.961

---

Among the records above, which one has the highest charge?
C2H2CeLiO2

---

Which value of charge does entry 1 give?
+1

---

Which of these has the highest charge?
C2H2CeLiO2

---

The lowest charge belongs to which entry?
C18H40F5NO9PS2Si2